Entry 1:
C30H39BCoF6IN9O | wB97M-V/def2-TZVPD

Each line ends with the Mulliken spin population.
CARTESIAN COORDINATES (ANGSTROEM)
Co1 0.97662 1.01975 0.35702  0.926
C1 0.91491 -2.24442 2.24080  -0.001
C2 -0.32883 -1.55079 1.79255  0.008
C3 -1.61455 -2.10553 1.74163  0.004
C4 -2.43651 -1.09020 1.28622  0.003
C5 -3.90953 -1.13405 1.04340  0.000
N1 -1.66531 -0.00941 1.08537  -0.014
N2 -0.37762 -0.28262 1.39103  0.053
B1 -2.09874 1.41749 0.67917  -0.023
N3 -1.43430 2.39799 1.65018  0.003
N4 -0.09436 2.60023 1.64512  0.001
C6 0.15324 3.55184 2.54504  -0.001
C7 1.48604 4.14812 2.85839  0.003
C8 -1.04963 3.95212 3.14718  0.000
C9 -2.03559 3.19637 2.55008  0.001
C10 -3.50475 3.22272 2.81075  0.000
N5 -1.60326 1.75136 -0.74162  -0.007
N6 -0.28911 1.95977 -0.97810  0.004
C11 -0.15534 2.32846 -2.24574  0.014
C12 1.16311 2.64308 -2.86148  -0.003
C13 -1.42155 2.37378 -2.84491  -0.003
C14 -2.31327 1.99910 -1.85653  0.004
C15 -3.79718 1.87452 -1.95374  -0.001
H1 0.66126 -3.22802 2.63177  0.000
H2 1.42984 -1.68180 3.01681  0.000
H3 1.61883 -2.36465 1.41911  0.001
H4 -1.90203 -3.11023 2.00459  0.000
H5 -4.26346 -2.15729 1.15404  0.000
H6 -4.15380 -0.77731 0.04232  0.000
H7 -4.44488 -0.50649 1.75772  0.000
H8 -3.28549 1.50192 0.73606  0.000
H9 2.06460 4.31882 1.95432  -0.002
H10 2.06184 3.51063 3.53064  0.000
H11 1.33422 5.10526 3.35529  0.000
H12 -1.17520 4.69358 3.91821  0.000
H13 -3.71240 3.92334 3.61651  0.000
H14 -3.86748 2.23639 3.10276  0.000
H15 -4.05424 3.53480 1.92174  0.000
H16 1.96857 2.30709 -2.21182  -0.003
H17 1.26232 3.71754 -3.02537  0.001
H18 1.25819 2.13858 -3.82269  0.001
H19 -1.65104 2.63705 -3.86392  0.000
H20 -4.11609 2.14251 -2.95872  0.000
H21 -4.29528 2.53439 -1.24266  0.000
H22 -4.12163 0.85408 -1.74223  0.000
C16 2.56947 -2.08670 -1.26105  0.001
C17 3.36973 -0.80963 -0.91595  0.017
O1 2.68614 0.23653 -0.41466  0.022
C18 4.07783 -0.39176 -2.24047  0.003
F1 4.76007 -1.41776 -2.80753  0.000
F2 4.94982 0.61785 -2.10324  0.000
F3 3.16099 0.00585 -3.14519  0.001
C19 4.47576 -1.22296 0.10221  0.002
F4 3.90848 -1.51729 1.29424  0.000
F5 5.18346 -2.31513 -0.26245  0.000
F6 5.37583 -0.25107 0.33426  0.000
H23 2.10388 -1.95387 -2.23442  0.001
H24 1.78674 -2.21607 -0.51999  0.000
H25 3.21858 -2.95922 -1.28986  0.000
I1 3.87324 3.15402 0.23808  -0.001
C20 3.60699 1.86526 1.86374  -0.003
C21 4.67696 1.65735 2.72014  -0.003
C22 4.45444 0.93878 3.88093  0.001
C23 3.17106 0.49354 4.15823  -0.001
C24 2.17528 0.73899 3.23368  0.003
N7 2.38792 1.38572 2.08653  -0.006
H26 5.65503 2.04177 2.47401  0.001
H27 5.26819 0.74754 4.56783  0.000
H28 2.94774 -0.03346 5.07521  0.000
H29 1.15053 0.43237 3.40689  -0.001
N8 0.04342 -0.66015 -1.32886  -0.002
C25 -0.57334 -1.37958 -1.99134  -0.002
N9 -1.27650 -2.20008 -2.74970  0.000
C26 -2.73943 -2.20837 -2.60060  0.000
C27 -3.32019 -3.47595 -3.21170  0.000
C28 -2.70023 -4.73100 -2.58597  0.000
C29 -1.15882 -4.63095 -2.50787  0.000
C30 -0.65056 -3.41361 -3.27473  0.000
H30 -3.15328 -1.32210 -3.08980  0.000
H31 -2.99999 -2.16117 -1.53692  0.000
H32 -3.16004 -3.47726 -4.29126  0.000
H33 -4.39829 -3.47150 -3.04874  0.000
H34 -2.99239 -5.59840 -3.17900  0.000
H35 -3.11044 -4.87327 -1.58463  0.000
H36 -0.68933 -5.52822 -2.91339  0.000
H37 -0.84013 -4.53381 -1.46799  0.000
H38 -0.88478 -3.50296 -4.33755  0.000
H39 0.42909 -3.32214 -3.17747  0.000

Cartesian forces (eV/Å) of the 6 atoms listed first:
Co 0.59 2.08 1.51
C 0.02 0.13 -0.19
C -0.25 -0.06 0.06
C 0.04 0.01 -0.05
C 0.09 -0.24 -0.04
C 0.09 0.20 0.06

The calculation puts the total energy at -109913.534 eV. The expectation value of S² is 0.76. As for the charge: 0. As for the multiplicity: 2. The orbital gap (alpha / beta) comes out at 8.48 / 8.86 eV. As for the LUMO energy (alpha / beta): 0.10 / 0.43 eV. The maximum force is 2.639 eV Å⁻¹. As for the energy relative to the best compared isomer or geometry (same formula, charge and spin): 1.130 eV.

=====

Entry 2:
C30H39BKN7OP2S2 | wB97M-V/def2-TZVPD

Each line ends with the Mulliken spin population.
CARTESIAN COORDINATES (ANGSTROEM)
K1 -0.37728 -0.52580 -0.32989  0.001
C1 3.23598 1.33954 -0.89143  0.000
P1 1.65295 1.52517 -1.82577  0.000
C2 2.34523 1.46847 -3.53187  0.000
C3 1.36653 3.35667 -1.62387  -0.013
C4 2.31729 4.28494 -2.06143  0.001
C5 2.10406 5.64684 -1.94652  0.000
C6 0.91606 6.10672 -1.38428  0.001
C7 -0.02716 5.19919 -0.93814  0.011
C8 0.17245 3.81696 -1.03735  0.006
P2 -1.04936 2.53045 -0.39765  -0.003
C9 -2.55707 3.14130 -1.25435  -0.006
C10 -1.34060 3.26841 1.27160  -0.015
H1 3.98991 2.06787 -1.20013  0.000
H2 3.62607 0.33416 -1.06391  0.000
H3 3.05702 1.45193 0.17977  0.000
H4 3.20701 2.12347 -3.67628  0.000
H5 1.57374 1.74213 -4.25403  0.000
H6 2.64610 0.43633 -3.72032  0.000
H7 3.24341 3.93509 -2.50362  0.000
H8 2.85461 6.34689 -2.29339  0.000
H9 0.73260 7.17083 -1.29292  0.000
H10 -0.94519 5.57350 -0.49618  0.001
H11 -2.74093 4.20349 -1.06923  0.001
H12 -3.41100 2.56020 -0.90474  0.003
H13 -2.45168 2.99545 -2.33133  0.005
H14 -1.58957 4.33268 1.23354  -0.001
H15 -0.44358 3.15273 1.88490  0.004
H16 -2.16683 2.72696 1.73537  0.002
C11 0.24747 -1.32254 -4.49968  0.000
N1 0.10423 -2.60575 -3.84344  0.000
C12 -0.75044 -3.62521 -4.23108  0.000
C13 -0.56298 -4.62492 -3.34849  0.000
N2 0.40158 -4.23648 -2.44446  0.000
B1 0.82665 -5.11942 -1.22097  0.001
N3 0.49262 -4.40227 0.13007  -0.002
C14 1.40267 -4.29645 1.16228  0.000
C15 0.80352 -3.68588 2.20352  -0.001
N4 -0.48717 -3.39726 1.79116  -0.008
C16 -1.51619 -2.73890 2.57693  -0.029
C17 -0.68538 -3.85897 0.52127  0.006
S1 -2.15373 -3.71031 -0.32937  0.001
C18 0.81455 -2.99085 -2.75266  0.000
S2 2.00079 -2.01079 -1.97740  0.001
H17 -0.51907 -1.24971 -5.26908  0.000
H18 1.23416 -1.21898 -4.94949  0.000
H19 0.12227 -0.51163 -3.78369  0.000
H20 -1.42679 -3.51994 -5.05983  0.000
H21 -1.06563 -5.56844 -3.24264  0.000
H22 2.02997 -5.30650 -1.22110  0.000
H23 0.19222 -6.15559 -1.31937  0.000
H24 2.41257 -4.64594 1.04409  0.000
H25 1.17662 -3.39739 3.17073  0.000
H26 -1.05624 -2.38535 3.49992  0.001
H27 -2.32765 -3.43012 2.80122  -0.001
H28 -1.94635 -1.89868 2.03183  0.031
N5 1.09831 0.73054 4.11075  0.000
C19 0.21433 0.53442 3.09278  0.005
N6 0.71867 -0.09501 2.07950  -0.002
C20 2.05500 -0.32922 2.43679  -0.001
C21 3.06099 -0.97069 1.71495  0.000
C22 4.30166 -1.07448 2.30686  0.000
C23 4.54221 -0.55402 3.59779  0.000
C24 3.55613 0.07859 4.32052  0.000
C25 2.30652 0.17963 3.70777  0.000
H29 0.89778 1.19158 4.97964  0.000
H30 -0.80810 0.88550 3.14425  0.004
H31 2.85860 -1.38814 0.73290  0.000
H32 5.10368 -1.57184 1.77683  0.000
H33 5.53072 -0.65611 4.02831  0.000
H34 3.74903 0.47425 5.30968  0.000
O1 -2.43653 0.47770 0.37833  -0.005
N7 -3.67477 0.29564 0.90365  0.334
C26 -4.74026 0.01746 0.07199  0.106
C27 -6.00056 -0.07111 0.57045  -0.043
C28 -6.26378 0.10722 1.96338  0.403
C29 -5.13794 0.33230 2.78605  -0.055
C30 -3.87676 0.41952 2.26886  0.179
H35 -4.47435 -0.13666 -0.96259  0.031
H36 -6.79781 -0.30318 -0.12551  -0.002
H37 -7.26051 0.02755 2.37054  0.046
H38 -5.24374 0.43156 3.86072  -0.006
H39 -2.98357 0.56870 2.85796  0.009

Cartesian forces (eV/Å) of the 6 atoms listed first:
K 0.05 -0.79 -0.39
C -0.04 0.04 0.02
P 0.27 0.25 -0.12
C 0.01 0.07 -0.04
C -0.06 -0.04 0.03
C -0.03 -0.02 0.00

The calculation puts the total energy at -101474.332 eV. The expectation value of S² is 0.76. As for the charge: -1. As for the multiplicity: 2. The orbital gap (alpha / beta) comes out at 3.50 / 6.18 eV. As for the LUMO energy (alpha / beta): 1.91 / 1.89 eV. The maximum force is 0.952 eV Å⁻¹. As for the energy relative to the best compared isomer or geometry (same formula, charge and spin): 0.408 eV.

=====

Q: Among the records above, which one has the highest maximum force?
A: C30H39BCoF6IN9O

=====

Q: Which of these has the lowest charge?
A: C30H39BKN7OP2S2

=====

Q: Look up the total energy of the second one.
A: -101474.332 eV